No. 1
Computed, not measured: a molecular structure, C26H23F6NO3PdS4, with ωB97M-V/def2-TZVPD.

XYZ file:
```
64
Properties=species:S:1:pos:R:3
Pd -1.30609 -0.18605 -0.84815
S -3.97126 -0.10142 -0.70329
S -1.02985 -2.09094 -2.31567
S -2.68985 0.27388 2.79867
S -5.01462 -2.47526 2.21719
F -2.59195 -6.75035 1.03223
F -4.09259 -6.03055 -1.14079
F 4.75246 -2.07031 -1.19467
F -0.38604 -5.27391 1.66729
F -3.41821 -3.93890 -2.63233
F 0.33409 -3.18309 0.18640
O -1.30836 2.38282 -0.51380
O -0.56815 4.24938 0.51873
O 0.67602 0.31955 0.43622
N 3.29817 3.20628 -0.65780
C -3.23948 -2.50705 2.58945
C -1.12211 -4.93191 0.59082
C -2.38535 -1.35504 2.08835
C 1.38496 1.20442 -0.01961
C 1.98473 3.50306 -0.37067
C 3.69720 1.88046 -0.75873
C 5.33879 3.93911 -1.75565
C 3.09893 -0.47079 -0.64000
C 4.37581 -0.77383 -1.03254
C -4.06429 1.27671 0.47146
C -5.08562 -2.44495 0.40287
C -0.43890 3.12780 -0.01338
C 5.32802 0.20284 -1.28072
C -2.23941 -5.68809 0.27481
C 2.75967 0.87552 -0.48604
C 1.00859 2.60765 -0.13629
C -5.43327 -1.09408 -0.24119
C -2.61991 -4.22740 -1.58780
C 4.86953 4.54951 0.67192
C 5.00630 1.54112 -1.14762
C -0.76896 -3.84546 -0.18590
C -1.48972 -3.43661 -1.32225
C -2.99174 -5.31862 -0.82405
C 4.27963 4.27781 -0.70981
C 6.02281 2.61972 -1.42273
C -4.14909 0.93451 1.95519
H -1.34183 -1.56278 2.34586
H -2.37848 -1.28061 0.99537
H -4.31743 1.87067 2.49893
H -5.01413 0.30640 2.16046
H -3.21101 -2.54693 3.68171
H 6.06881 4.75043 -1.81332
H -3.18088 1.87700 0.23941
H 4.08365 4.85444 1.36324
H 5.62038 5.34313 0.62485
H -4.12805 -2.80634 0.01804
H -6.10393 -0.51963 0.40350
H -4.94594 1.88296 0.22726
H 2.34214 -1.22380 -0.45205
H 6.32118 -0.09860 -1.59435
H 6.67603 2.30894 -2.24150
H 4.84839 3.86544 -2.72935
H -5.98432 -1.29629 -1.16334
H -5.83297 -3.19095 0.12061
H 5.33881 3.65244 1.07885
H 6.67285 2.75341 -0.55083
H 1.73640 4.55890 -0.34653
H 3.73764 5.16691 -1.04040
H -2.81817 -3.44265 2.21347
```

Calculated values
orbital gap	3.60	eV
relative energy (zero: lowest compared OMol25 entry of this formula, charge and spin)	124.06	kJ/mol
LUMO	3.94	eV
total energy	-98094.8100	eV
net charge	-2

Charges in e, computed with Löwdin, in the same order as the atoms:
1. Pd 0.029
2. S 0.837
3. S 0.502
4. S 0.850
5. S 0.828
6. F 0.071
7. F 0.079
8. F 0.032
9. F 0.082
10. F 0.049
11. F 0.063
12. O -0.074
13. O -0.057
14. O -0.004
15. N -0.023
16. C -0.540
17. C -0.177
18. C -0.576
19. C -0.324
20. C 0.001
21. C -0.093
22. C -0.148
23. C 0.081
24. C -0.265
25. C -0.520
26. C -0.536
27. C -0.658
28. C 0.017
29. C -0.171
30. C -0.034
31. C -0.029
32. C -0.524
33. C -0.280
34. C -0.036
35. C -0.152
36. C -0.266
37. C -0.606
38. C -0.174
39. C -0.337
40. C -0.151
41. C -0.561
42. H 0.074
43. H -0.001
44. H 0.060
45. H 0.018
46. H 0.057
47. H 0.109
48. H 0.034
49. H 0.082
50. H 0.075
51. H 0.052
52. H 0.059
53. H 0.067
54. H 0.130
55. H 0.117
56. H 0.111
57. H 0.124
58. H 0.055
59. H 0.059
60. H 0.079
61. H 0.110
62. H 0.131
63. H 0.139
64. H 0.054

No. 2
Computed, not measured: a molecular structure, C26H23N3O2 in a non-equilibrium geometry, with ωB97M-V/def2-TZVPD.

XYZ file:
```
54
Properties=species:S:1:pos:R:3
O -2.70034 1.30722 -2.07270
O 1.83361 0.45983 -1.74400
N 0.85840 0.65159 -3.75927
N 2.86191 -3.40719 1.99173
N -0.49022 0.73779 -1.74281
C -0.69165 2.07779 0.58951
C 0.30845 4.17399 1.22546
C -2.11822 3.95953 1.32954
C 2.00863 -1.13038 2.09060
C 2.16809 0.22734 -4.25081
C -4.34248 1.50438 1.02946
C 1.15270 -2.60447 0.38720
C 4.03959 -3.84627 1.26044
C -0.95798 4.71977 1.53049
C 0.23297 -0.33688 0.61123
C 0.43231 2.87121 0.71929
C -4.27905 -0.90111 0.67114
C 2.00166 -2.41115 1.51197
C -2.96225 1.52657 0.82160
C -0.80522 0.65533 0.18989
C -1.43710 1.07270 -3.98416
C 2.80729 -3.87808 3.35722
C -0.24389 0.81911 -4.55866
C 0.28625 -1.60403 -0.04539
C -1.55709 1.04830 -2.54279
C -4.99902 0.25974 0.98429
C 0.74745 0.62791 -2.35059
C -1.98216 2.61710 0.95196
C 1.18196 -0.11176 1.65049
C -2.23757 0.33614 0.41504
C -2.88920 -0.87799 0.46668
H 1.29836 0.87475 2.09024
H 2.93321 0.87663 -3.80844
H 4.08995 -4.94885 1.29651
H 2.79253 -0.95569 2.82890
H 3.01234 -4.95805 3.35204
H 2.22482 0.25728 -5.35076
H 2.33514 -0.80312 -3.86471
H -3.12209 4.42624 1.36052
H -2.28525 -1.77640 0.41586
H -4.89747 2.45706 1.10096
H 1.39975 2.44305 0.46095
H 4.98107 -3.44835 1.70791
H -0.13267 0.75769 -5.65622
H -6.07701 0.22984 1.14809
H 3.99723 -3.52169 0.20592
H 1.80696 -3.69891 3.76920
H -0.32579 -1.78759 -0.94531
H -2.35520 1.27924 -4.51677
H -4.82062 -1.83249 0.56404
H 1.18661 4.78803 1.36576
H 1.22730 -3.57248 -0.12006
H 3.55197 -3.38215 3.99964
H -1.04899 5.75191 1.86167
```

Calculated values
orbital gap	7.22	eV
relative energy (zero: lowest compared OMol25 entry of this formula, charge and spin)	342.06	kJ/mol
LUMO	-0.67	eV
total energy	-35899.2778	eV

Charges in e, computed with Löwdin, in the same order as the atoms:
1. O 0.022
2. O 0.019
3. N -0.068
4. N -0.246
5. N 0.210
6. C -0.113
7. C -0.063
8. C -0.013
9. C -0.008
10. C -0.031
11. C -0.009
12. C 0.003
13. C -0.079
14. C -0.070
15. C -0.148
16. C -0.023
17. C -0.064
18. C -0.249
19. C -0.105
20. C -0.037
21. C -0.003
22. C -0.085
23. C -0.056
24. C -0.041
25. C -0.431
26. C -0.066
27. C -0.415
28. C -0.082
29. C -0.002
30. C -0.120
31. C -0.003
32. H 0.106
33. H 0.091
34. H 0.079
35. H 0.119
36. H 0.081
37. H 0.093
38. H 0.104
39. H 0.120
40. H 0.106
41. H 0.120
42. H 0.118
43. H 0.087
44. H 0.134
45. H 0.103
46. H 0.091
47. H 0.092
48. H 0.126
49. H 0.113
50. H 0.098
51. H 0.097
52. H 0.117
53. H 0.080
54. H 0.101

No. 3
Computed, not measured: a molecular structure, C26H24AlCl2N6S in a non-equilibrium geometry, with ωB97M-V/def2-TZVPD.

XYZ file:
```
60
Properties=species:S:1:pos:R:3
Cl -0.71308 0.68636 -2.27115
Cl -2.74093 -0.93781 -3.65381
S -1.76675 0.98102 0.75943
Al 0.06133 -0.01919 -0.08769
N 0.15244 -1.06459 1.58081
N -0.35437 -0.47645 2.59484
N -2.11587 2.34810 3.34477
N 1.40563 1.28338 -0.02809
N -1.42715 1.28092 3.45761
N 1.34260 -1.15691 -1.06629
C 1.69858 2.51078 0.43536
C 2.01691 -2.66193 1.64310
C -2.39418 3.18790 4.43644
C -3.11275 5.33864 5.21718
C 2.41425 -3.21125 -5.66996
C -1.78153 0.53655 -3.70444
C -2.89426 4.45951 4.17185
C 1.27026 -2.53689 -1.57853
C 0.31348 -4.56300 2.75019
C -2.14897 2.78090 5.74528
C 1.71497 -2.72300 -3.01370
C 2.47083 -0.50647 -1.16205
C -2.37832 3.66764 6.78119
C 2.47967 -3.93838 1.92027
C 1.07101 -2.05768 -4.05148
C 2.55691 0.79236 -0.63037
C 1.62777 -4.89488 2.45333
C -1.12473 0.59532 2.38090
C 3.57069 1.74419 -0.52946
C 3.07587 -3.86466 -4.64338
C -0.15804 -3.29158 2.47473
C 3.02105 2.83311 0.14829
C 0.68791 -2.34771 1.89761
C 2.73155 -3.61859 -3.32083
C -2.84462 4.95020 6.52172
C 1.41596 -2.29392 -5.37124
H 0.28261 -1.36041 -3.81425
H 3.51837 3.75143 0.41211
H 2.69001 -1.89426 1.28411
H 3.25814 -4.13296 -2.52496
H 0.95575 3.10018 0.95132
H -3.48736 6.33190 5.01123
H -0.34483 -5.29439 3.19924
H 3.51584 -4.18622 1.72928
H 1.88420 -3.17830 -0.94557
H 0.90264 -1.77575 -6.17151
H 2.66617 -3.42486 -6.70011
H -2.19296 3.35808 7.80066
H 3.33392 -0.95908 -1.64617
H 4.58206 1.65269 -0.89322
H 1.98920 -5.89669 2.64220
H -2.99918 5.64721 7.33395
H -3.09883 4.75628 3.14897
H -2.44119 1.39495 -3.69600
H -2.41671 2.64567 2.41724
H -1.18436 -3.01607 2.67999
H 3.86207 -4.57203 -4.87195
H 0.23628 -2.87195 -1.47290
H -1.13327 0.52049 -4.57260
H -1.78473 1.78031 5.93041
```

Calculated values
orbital gap	6.62	eV
LUMO	-3.96	eV
total energy	-78765.4272	eV
net charge	+1

Charges in e, computed with Löwdin, in the same order as the atoms:
1. Cl 0.737
2. Cl 0.587
3. S 0.758
4. Al -0.176
5. N -0.022
6. N 0.106
7. N 0.032
8. N -0.014
9. N 0.106
10. N -0.028
11. C -0.090
12. C -0.042
13. C -0.220
14. C -0.072
15. C -0.073
16. C -0.873
17. C -0.024
18. C -0.127
19. C -0.060
20. C -0.016
21. C -0.223
22. C -0.029
23. C -0.065
24. C -0.070
25. C -0.044
26. C -0.282
27. C -0.068
28. C -0.707
29. C 0.002
30. C -0.067
31. C -0.012
32. C -0.052
33. C -0.243
34. C -0.037
35. C -0.072
36. C -0.066
37. H 0.056
38. H 0.106
39. H 0.114
40. H 0.115
41. H 0.119
42. H 0.111
43. H 0.112
44. H 0.112
45. H 0.108
46. H 0.107
47. H 0.109
48. H 0.112
49. H 0.162
50. H 0.117
51. H 0.111
52. H 0.110
53. H 0.115
54. H 0.045
55. H 0.098
56. H 0.118
57. H 0.110
58. H 0.133
59. H 0.041
60. H 0.111

No. 4
Computed, not measured: a molecular structure, C26H24BrCl4GeMgN3O3Si, with ωB97M-V/def2-TZVPD.

XYZ file:
```
64
Properties=species:S:1:pos:R:3
Br -4.25322 0.79506 -2.40330
Ge -1.72668 2.82173 -0.14170
Cl -2.36947 3.94531 -2.01587
Cl -3.70221 2.58744 0.90898
Cl -0.95644 4.52883 1.01180
Cl 6.32049 0.30610 0.96614
Si 1.16289 2.27469 4.06970
Mg -0.51180 0.53758 -0.96182
O -0.20431 -0.76610 0.43624
O 1.11945 1.53470 -1.41934
O -0.78144 -2.56420 1.63952
N 1.71664 -2.00130 -1.54169
N -0.54834 -0.70169 -2.86497
N -2.68281 -0.57974 -0.59192
C -1.11452 -2.82473 -3.88126
C 2.91478 0.04470 -1.10843
C -3.92295 -0.45691 -1.02026
C -3.45502 -2.25903 0.92471
C 1.01533 4.14315 4.14289
C 4.11609 -0.28411 -0.50533
C 2.32076 1.31570 -0.94658
C 0.78151 -2.68145 -2.33737
C 0.04307 -4.82250 -3.22144
C -2.05847 -2.14919 -4.69887
C 3.04596 2.28604 -0.23709
C -0.31166 -2.05084 -3.01925
C -4.75376 -2.09194 0.47354
C -2.16054 -0.79705 -4.64204
C -2.45168 -1.48177 0.37426
C 4.26546 1.97069 0.33188
C 0.27026 1.53592 5.54532
C -5.00289 -1.17358 -0.52743
C -1.01187 -1.63638 0.88054
C 4.78631 0.68955 0.20986
C 2.12691 -0.86791 -1.94596
C 0.42464 1.57967 2.52641
C 0.89945 -4.04938 -2.42246
C -0.93689 -4.22456 -3.96070
C -1.39343 -0.11634 -3.67017
C 2.98116 1.81672 4.12769
H 4.81575 2.71371 0.89333
H 3.42573 2.07794 5.09001
H 1.83188 -0.45323 -2.91229
H 3.53435 2.33916 3.34799
H -1.54078 0.95158 -3.53572
H 4.52390 -1.28078 -0.60344
H 1.69590 -4.51552 -1.85930
H 2.61166 3.26937 -0.11117
H 3.12513 0.74900 3.96269
H -5.99254 -0.99818 -0.92004
H -5.56684 -2.67079 0.89083
H 1.60096 4.54450 4.97250
H -2.67164 -2.73014 -5.37666
H -0.02072 4.45656 4.26411
H -0.80159 1.72304 5.47312
H -3.18097 -2.96449 1.69410
H -1.57940 -4.79968 -4.61408
H 0.98656 1.48943 1.60687
H -2.84658 -0.24299 -5.26613
H -0.54777 1.10478 2.50078
H 0.62357 1.95506 6.48779
H 1.37710 4.58791 3.21559
H 0.41560 0.45559 5.57630
H 0.17999 -5.89469 -3.26144
```

Calculated values
orbital gap	6.85	eV
LUMO	1.68	eV
spin multiplicity	2
total energy	-227945.0837	eV
net charge	-1

Charges in e, computed with Löwdin, in the same order as the atoms:
1. Br 0.795
2. Ge -0.144
3. Cl -0.105
4. Cl -0.060
5. Cl 0.014
6. Cl 0.597
7. Si 0.408
8. Mg 0.449
9. O -0.092
10. O -0.203
11. O 0.052
12. N 0.152
13. N 0.070
14. N 0.062
15. C -0.152
16. C -0.138
17. C -0.716
18. C 0.009
19. C -0.207
20. C -0.060
21. C -0.389
22. C -0.190
23. C -0.077
24. C -0.006
25. C -0.013
26. C -0.125
27. C -0.046
28. C -0.072
29. C -0.154
30. C -0.127
31. C -0.196
32. C -0.108
33. C -0.602
34. C -0.676
35. C -0.097
36. C -0.040
37. C -0.011
38. C -0.050
39. C -0.169
40. C -0.185
41. H 0.098
42. H 0.023
43. H 0.135
44. H 0.014
45. H 0.095
46. H 0.111
47. H 0.114
48. H 0.118
49. H 0.032
50. H 0.096
51. H 0.109
52. H 0.022
53. H 0.117
54. H 0.020
55. H 0.026
56. H 0.118
57. H 0.106
58. H -0.013
59. H 0.103
60. H 0.001
61. H 0.021
62. H 0.011
63. H 0.026
64. H 0.102